The following is a quantum chemistry calculation of one molecule with the formula C4H7NO at a distorted geometry, from the Open Molecules 2025 dataset.

ORCA input file:
```
! RIJCOSX wB97M-V def2-TZVPD def2/J DEFGRID3
* xyz 0 1
C -0.229 1.296 0.973
C 0.183 1.012 -0.457
O 0.977 -0.177 -0.505
C 0.334 -1.348 -0.916
C -1.032 -1.532 -0.365
N -2.117 -1.648 0.022
H 0.660 1.273 1.612
H -0.688 2.285 1.054
H -0.942 0.546 1.333
H 0.818 1.815 -0.846
H -0.688 0.928 -1.125
H 0.959 -2.181 -0.576
H 0.247 -1.420 -2.012
*
```

HOMO-LUMO gap ... 11.42 eV
E_LUMO ... 0.85 eV
SMILES string ... CCOCC#N

***

The following is a quantum chemistry calculation of C3H3Li2O3Pr as an isolated structure at a distorted geometry, from the Open Molecules 2025 dataset.

ORCA input file:
```
! RIJCOSX wB97M-V def2-TZVPD def2/J DEFGRID3
* xyz 2 3
O 1.229 1.067 1.214
Li 1.076 2.207 2.548
C 0.352 0.512 0.470
O 0.725 0.259 -0.848
C 0.896 -1.191 -1.102
H 1.876 -1.476 -0.684
H 0.986 -1.289 -2.195
Pr -1.118 -2.143 -0.196
C -1.173 0.529 0.754
O -1.991 -0.109 -0.144
Li -1.264 0.989 -1.579
H -1.594 0.645 1.762
*
```

HOMO-LUMO gap (spin up / spin down) ... 6.51 / 6.92 eV
E_LUMO (spin up / spin down) ... -8.49 / -8.15 eV

***

The following is a quantum chemistry calculation of one molecule with the formula C2H2ClF at a distorted geometry, from the Open Molecules 2025 dataset.

ORCA input file:
```
! RIJCOSX wB97M-V def2-TZVPD def2/J DEFGRID3
* xyz 0 1
C 0.748 -0.256 0.309
C -0.485 0.211 -0.167
F -1.589 -0.366 0.323
Cl -0.952 1.083 -1.631
H 0.716 -0.808 1.282
H 1.561 0.136 -0.115
*
```

HOMO-LUMO gap ... 10.55 eV
E_LUMO ... 0.74 eV
SMILES string ... C=C(F)Cl

***

In order of appearance, calculated total energy = -286.57184, -873.31914, -637.41312 Eh.
In order of appearance, energy above the lowest of the compared OMol25 structures with the same formula, charge and spin = 37.53, 0.00, 14.19 kcal per mole.